# 1
This record from the OMol25 dataset describes a cluster of 13 separate species, C35H96O13 in total at a distorted geometry. The level of theory is the ωB97M-V functional and the def2-TZVPD basis.

Cartesian coordinates (Å):
C: -1.044 4.344 1.123
C: -2.294 4.876 1.771
O: -3.275 3.936 1.537
H: -0.183 4.991 1.289
H: -1.237 4.382 0.051
H: -0.872 3.316 1.442
H: -2.485 5.865 1.355
H: -2.194 4.926 2.855
H: -4.113 4.303 1.828
C: 0.354 1.111 -0.216
C: 0.372 -0.414 -0.308
O: 0.951 -0.788 -1.552
H: -0.447 1.603 -0.769
H: 1.241 1.561 -0.662
H: 0.158 1.368 0.825
H: -0.645 -0.779 -0.452
H: 0.922 -0.866 0.517
H: 1.844 -0.441 -1.487
C: 3.627 -1.403 4.582
C: 2.846 -0.328 3.869
O: 1.865 -0.977 3.179
H: 4.423 -1.040 5.233
H: 4.107 -2.159 3.959
H: 2.916 -1.989 5.163
H: 3.482 0.155 3.127
H: 2.418 0.446 4.505
H: 1.199 -1.127 3.854
C: -3.557 0.573 0.710
C: -3.859 1.408 -0.482
O: -2.866 2.366 -0.701
H: -3.581 1.164 1.625
H: -2.630 0.019 0.564
H: -4.362 -0.158 0.784
H: -4.829 1.885 -0.340
H: -3.985 0.815 -1.387
H: -2.814 2.970 0.044
C: -0.520 4.898 -4.319
C: -0.207 4.680 -2.831
C: 1.236 4.788 -2.540
O: -0.903 5.651 -2.145
H: -0.241 5.912 -4.606
H: -1.572 4.703 -4.526
H: 0.091 4.338 -5.027
H: -0.597 3.707 -2.534
H: 1.656 5.792 -2.602
H: 1.868 4.127 -3.133
H: 1.534 4.522 -1.526
H: -1.827 5.399 -2.209
C: 0.401 1.254 -4.305
C: -0.630 0.160 -4.430
C: -1.951 0.576 -3.824
O: -0.908 -0.013 -5.836
H: 0.583 1.450 -3.248
H: 0.183 2.224 -4.751
H: 1.230 0.781 -4.830
H: -0.314 -0.805 -4.035
H: -2.588 -0.308 -3.844
H: -2.469 1.360 -4.375
H: -1.860 0.898 -2.786
H: -0.940 0.854 -6.247
C: 4.399 1.487 -2.776
C: 4.641 0.880 -1.404
C: 4.718 1.994 -0.374
O: 3.565 0.011 -1.128
H: 4.795 0.820 -3.542
H: 4.900 2.441 -2.937
H: 3.322 1.585 -2.913
H: 5.569 0.314 -1.324
H: 5.677 2.501 -0.481
H: 4.669 1.591 0.637
H: 3.871 2.680 -0.398
H: 3.797 -0.431 -0.307
C: -1.118 -5.178 -2.333
C: -0.049 -4.123 -2.034
C: 1.233 -4.196 -2.900
O: -0.678 -2.852 -2.305
H: -0.747 -6.117 -1.923
H: -1.339 -5.211 -3.400
H: -2.059 -4.945 -1.836
H: 0.322 -4.144 -1.010
H: 1.709 -3.219 -2.809
H: 1.015 -4.291 -3.964
H: 1.792 -5.069 -2.562
H: -0.185 -2.127 -1.916
C: -3.891 -3.318 -3.580
C: -4.372 -2.554 -2.360
C: -5.558 -3.191 -1.669
O: -3.349 -2.533 -1.389
H: -2.878 -3.018 -3.851
H: -4.553 -3.241 -4.442
H: -3.836 -4.364 -3.278
H: -4.656 -1.551 -2.678
H: -5.318 -4.193 -1.315
H: -6.360 -3.194 -2.408
H: -5.831 -2.523 -0.852
H: -2.475 -2.677 -1.760
C: -2.590 -0.792 5.804
C: -1.513 -1.029 4.740
C: -1.401 0.181 3.862
O: -0.340 -1.327 5.460
H: -3.579 -0.614 5.383
H: -2.319 0.061 6.427
H: -2.748 -1.675 6.424
H: -1.790 -1.893 4.135
H: -1.117 1.000 4.522
H: -2.308 0.367 3.286
H: -0.600 0.063 3.132
H: -0.224 -2.270 5.322
C: -2.398 -5.114 1.550
C: -2.651 -3.647 1.929
C: -1.562 -2.672 1.496
O: -3.840 -3.165 1.353
H: -1.560 -5.541 2.102
H: -2.125 -5.160 0.496
H: -3.250 -5.784 1.663
H: -2.804 -3.563 3.005
H: -0.596 -3.033 1.847
H: -1.769 -1.650 1.815
H: -1.477 -2.588 0.412
H: -3.577 -2.946 0.455
C: 2.377 -3.488 1.297
C: 3.795 -2.961 1.039
C: 4.297 -3.313 -0.361
O: 3.787 -1.561 1.108
H: 2.331 -4.577 1.290
H: 1.717 -3.130 0.507
H: 2.011 -3.203 2.284
H: 4.456 -3.343 1.818
H: 4.497 -4.372 -0.520
H: 5.237 -2.769 -0.455
H: 3.554 -2.899 -1.042
H: 3.214 -1.298 1.832
C: 3.172 4.896 1.832
C: 3.109 4.151 3.149
C: 1.680 3.594 3.442
O: 3.799 2.935 3.049
H: 2.749 4.245 1.067
H: 4.204 5.146 1.583
H: 2.534 5.779 1.818
H: 3.547 4.764 3.938
H: 0.898 4.353 3.480
H: 1.645 2.881 4.266
H: 1.338 2.966 2.620
H: 4.740 3.086 2.936

Properties
gap between HOMO and LUMO	0.3671	Ha
total charge	0
HOMO level	-9.5	eV
relative energy (zero: lowest compared OMol25 entry of this formula, charge and spin)	23.57	kcal per mole
LUMO	0.5	eV
energy	-64468.128	eV



# 2
This record from the OMol25 dataset describes a cluster of 11 separate species, C36H100N6O17 in total at a distorted geometry. The level of theory is the ωB97M-V functional and the def2-TZVPD basis.

Cartesian coordinates (Å):
C: 22.716 9.196 19.531
O: 21.942 8.021 19.586
C: 22.723 6.832 19.931
C: 21.847 5.583 19.600
N: 20.918 5.372 20.727
C: 19.757 4.615 20.395
C: 18.611 4.812 21.423
O: 17.394 4.238 20.941
C: 16.428 4.074 21.978
H: 22.238 9.910 20.203
H: 22.703 9.584 18.512
H: 23.762 9.034 19.791
H: 22.951 7.001 20.984
H: 23.621 6.717 19.325
H: 22.428 4.690 19.370
H: 21.345 5.911 18.690
H: 20.685 6.332 20.941
H: 20.139 3.598 20.480
H: 19.331 4.962 19.453
H: 18.480 5.889 21.527
H: 18.907 4.560 22.441
H: 15.451 3.721 21.648
H: 16.222 5.006 22.506
H: 16.816 3.263 22.594
C: 16.133 11.729 13.033
O: 17.376 12.393 13.329
C: 17.318 13.412 14.400
C: 16.871 14.738 13.853
N: 15.488 15.164 14.342
C: 15.340 16.596 13.921
C: 13.927 17.208 14.361
O: 12.766 16.622 13.840
C: 11.574 17.035 14.385
H: 15.534 12.542 12.624
H: 15.527 11.400 13.877
H: 16.370 11.039 12.223
H: 18.362 13.525 14.695
H: 16.845 13.034 15.306
H: 16.953 14.927 12.783
H: 17.493 15.531 14.269
H: 15.326 15.188 15.338
H: 15.171 16.635 12.845
H: 16.179 17.169 14.316
H: 13.983 18.149 13.813
H: 13.983 17.409 15.430
H: 11.399 18.099 14.224
H: 11.648 16.968 15.471
H: 10.725 16.477 13.991
C: 12.191 19.725 21.132
O: 11.429 20.614 21.994
C: 10.161 21.203 21.485
C: 9.014 20.713 22.409
N: 9.433 20.041 23.686
C: 9.295 21.101 24.701
C: 9.562 20.608 26.187
O: 10.481 21.566 26.727
C: 10.911 21.172 27.969
H: 11.686 18.901 20.628
H: 13.001 19.318 21.737
H: 12.714 20.144 20.272
H: 9.862 21.006 20.455
H: 10.220 22.290 21.434
H: 8.564 19.841 21.934
H: 8.208 21.426 22.582
H: 10.440 20.009 23.610
H: 8.288 21.466 24.899
H: 9.980 21.914 24.462
H: 9.962 19.595 26.126
H: 8.654 20.572 26.789
H: 10.193 21.165 28.790
H: 11.723 21.840 28.255
H: 11.370 20.185 28.026
C: 15.660 9.071 20.029
O: 16.764 10.050 20.417
C: 17.209 11.011 19.419
C: 18.224 12.027 19.913
N: 17.629 13.103 20.774
C: 18.633 14.070 21.188
C: 18.319 14.691 22.616
O: 17.145 15.534 22.652
C: 15.937 14.913 22.338
H: 15.696 8.374 20.866
H: 15.824 8.620 19.050
H: 14.737 9.634 20.174
H: 16.401 11.679 19.122
H: 17.509 10.406 18.563
H: 18.719 12.568 19.108
H: 19.002 11.508 20.473
H: 17.226 12.682 21.599
H: 18.496 14.904 20.500
H: 19.673 13.846 20.950
H: 19.056 15.455 22.864
H: 18.286 13.943 23.409
H: 15.968 13.863 22.628
H: 15.619 15.014 21.300
H: 15.286 15.437 23.038
C: 20.568 7.795 14.638
O: 21.999 7.863 14.950
C: 22.842 8.047 13.859
C: 22.534 7.173 12.642
N: 23.474 7.466 11.566
C: 23.116 6.873 10.296
C: 24.261 6.887 9.293
O: 25.304 5.984 9.593
C: 26.357 6.179 8.669
H: 19.921 7.601 15.493
H: 20.448 6.884 14.052
H: 20.254 8.618 13.996
H: 23.857 7.977 14.252
H: 22.735 9.088 13.556
H: 21.590 7.561 12.258
H: 22.547 6.134 12.973
H: 24.439 7.276 11.798
H: 22.281 7.419 9.856
H: 22.727 5.857 10.362
H: 24.533 7.942 9.282
H: 23.939 6.771 8.258
H: 27.330 5.969 9.112
H: 26.599 7.215 8.434
H: 26.215 5.716 7.692
C: 11.509 12.897 16.905
O: 10.842 12.061 17.913
C: 11.647 11.527 18.953
C: 10.778 10.670 19.892
N: 10.381 9.515 19.175
C: 9.502 8.817 20.097
C: 9.116 7.433 19.650
O: 8.345 7.472 18.473
C: 7.940 6.135 18.068
H: 12.188 12.240 16.362
H: 12.071 13.690 17.398
H: 10.811 13.222 16.132
H: 12.141 12.338 19.487
H: 12.480 10.928 18.584
H: 9.951 11.331 20.153
H: 11.314 10.530 20.830
H: 10.043 9.783 18.262
H: 8.660 9.446 20.387
H: 9.978 8.848 21.077
H: 8.785 6.979 20.584
H: 10.038 6.917 19.381
H: 7.203 6.184 17.267
H: 7.416 5.718 18.928
H: 8.808 5.516 17.843
O: 16.375 15.642 17.996
H: 16.594 15.092 18.748
H: 17.094 16.271 17.941
O: 23.607 14.168 19.580
H: 24.030 14.012 20.424
H: 23.295 15.072 19.631
O: 22.581 17.066 21.155
H: 22.318 17.479 21.978
H: 22.935 17.784 20.629
O: 15.021 10.535 23.931
H: 15.088 9.791 23.333
H: 14.218 10.375 24.426
O: 18.986 18.671 18.266
H: 19.751 19.027 18.718
H: 19.087 18.959 17.359

Properties
gap between HOMO and LUMO	0.3161	Ha
total charge	0
SMILES	COCCNCCOC.COCCNCCOC.COCCNCCOC.COCCNCCOC.COCCNCCOC.COCCNCCOC.O.O.O.O.O
HOMO level	-8.6	eV
relative energy (zero: lowest compared OMol25 entry of this formula, charge and spin)	118.99	kcal per mole
LUMO	0.0	eV
energy	-82687.095	eV